(1)
DFT (the ωB97M-V functional and the def2-TZVPD basis) results for the molecule C4H6N2OS.

Cartesian coordinates (Å):
C -0.3921 0.9271 0.0915
C 1.0375 0.9440 -0.2789
C 1.8491 -0.4462 -0.0443
C -0.2085 -1.5293 -0.0330
H -3.1166 0.0027 1.1962
H -1.0238 1.7465 -0.3076
H -0.4956 0.9444 1.1748
H 1.5586 1.8248 0.2514
H 1.0318 1.1038 -1.3766
H -0.8151 -2.5222 -0.2018
N -0.9588 -0.3449 -0.1520
N 1.1103 -1.6267 -0.0350
O 3.1665 -0.5311 -0.0778
S -2.7434 -0.4930 -0.2068

Values from the calculation:
Net charge   0
HOMO-LUMO gap   0.3450 Eh
Structure (SMILES)   O=C1CCN(S)C=N1


(2)
DFT (the ωB97M-V functional and the def2-TZVPD basis) results for the molecule C4H6N2OS.

Cartesian coordinates (Å):
C -1.0734 -0.5027 0.2818
C -0.0346 -1.1007 -0.3451
C 1.1767 -0.6434 0.1460
C 1.3182 0.5795 0.9431
H -2.9184 0.0657 -0.1251
H -2.4870 -1.3507 -0.9034
H -0.9813 0.3306 1.1558
H -0.2614 -1.8533 -1.3818
H 1.7746 0.5772 2.0063
H 1.1125 2.6683 -1.2121
N -2.3929 -0.8127 0.1143
N 1.2207 1.6871 0.4926
O 0.9015 1.7632 -1.0292
S 2.6448 -1.4080 -0.1433

Values from the calculation:
Net charge   0
HOMO-LUMO gap   0.2892 Eh
Structure (SMILES)   N/C=C/C(=S)/C=N\O


Stability, highest: (1)


(1)
DFT (the ωB97M-V functional and the def2-TZVPD basis) results for the molecule C2HF3O2.

Cartesian coordinates (Å):
C -0.4192 -0.3958 -0.4689
C -0.4628 -0.6067 0.9804
O 0.8668 1.4783 -0.8266
O 0.6477 0.0630 -1.0916
F -1.5190 -0.6408 -1.1824
F -1.5159 -1.0568 1.6203
F 0.5699 -0.3826 1.7585
H 1.8325 1.5414 -0.7897

Values from the calculation:
Net charge   0
HOMO-LUMO gap   0.3514 Eh
Structure (SMILES)   OOC(F)=C(F)F


(2)
DFT (the ωB97M-V functional and the def2-TZVPD basis) results for the molecule C2HF3O2.

Cartesian coordinates (Å):
C 0.0095 -1.1212 -0.2199
C 0.1539 0.3991 0.1741
O -0.9937 -1.6559 -0.4290
O -1.1238 0.8206 0.2476
F 1.2115 -1.7552 -0.3060
F 0.8245 0.5634 1.3160
F 1.0197 1.0225 -0.6750
H -1.1016 1.7268 -0.1078

Values from the calculation:
Net charge   0
HOMO-LUMO gap   0.4680 Eh
Structure (SMILES)   O=C(F)C(O)(F)F


Stability, highest: (2)